[1]
Density functional theory data (ωB97M-V with the def2-TZVPD basis set) for a structure of composition C43H59AsGe2N2O4S2Sc in a non-equilibrium geometry.

Results
Charge ... +1
ΔE to the lowest compared entry with this formula, charge and spin ... 39.7 kJ/mol
Gap between HOMO and LUMO ... 7.3111 eV
HOMO ... -9.7 eV

```
114
Properties=species:S:1:pos:R:3:forces:R:3
Sc 0.453 0.168 -0.282 1.04 -0.61 -0.47
C -0.679 1.638 5.420 0.04 0.15 -0.09
C -0.114 1.603 3.991 -0.05 0.13 0.34
Ge -0.775 0.171 2.873 0.18 -0.15 -0.16
C -0.839 -1.630 3.618 0.01 -0.09 0.30
C -0.301 -1.833 5.041 -0.04 -0.09 -0.10
C -2.538 0.512 2.195 -0.02 0.07 0.00
C -3.246 0.027 1.160 -0.28 -0.14 0.09
Ge -2.198 -0.375 -0.509 -0.82 0.63 0.14
C -3.008 -1.869 -1.541 0.02 -0.25 0.02
C -4.415 -2.365 -1.189 0.05 -0.12 -0.12
C -2.490 1.196 -1.771 -0.03 -0.03 0.06
C -3.790 1.974 -1.974 -0.06 -0.14 0.01
C -4.719 -0.150 1.378 0.14 0.09 0.00
C -5.179 -0.516 2.649 -0.08 -0.02 0.04
C -6.532 -0.675 2.910 0.03 0.01 -0.01
C -7.464 -0.483 1.898 0.02 -0.02 0.00
C -7.024 -0.164 0.621 0.05 0.00 -0.02
C -5.668 -0.014 0.366 -0.02 0.16 0.19
H -0.294 2.504 5.961 -0.04 -0.02 0.00
H -0.404 0.750 5.987 0.01 0.02 -0.02
H -1.769 1.712 5.426 0.04 -0.01 -0.02
H 0.975 1.517 4.005 -0.01 0.09 0.06
H -0.353 2.532 3.468 0.04 0.05 0.02
H -0.302 -2.264 2.910 -0.06 -0.06 0.00
H -1.889 -1.920 3.557 0.01 -0.09 0.04
H 0.697 -1.409 5.176 -0.04 -0.02 -0.01
H -0.235 -2.897 5.278 0.00 0.04 0.00
H -0.956 -1.378 5.783 0.02 -0.01 -0.03
H -3.093 0.906 3.060 -0.01 -0.05 -0.08
H -2.308 -2.708 -1.476 -0.05 -0.03 -0.07
H -2.971 -1.540 -2.585 -0.06 -0.06 0.02
H -4.536 -2.542 -0.117 0.02 0.00 -0.09
H -4.627 -3.306 -1.705 -0.01 0.03 0.02
H -5.187 -1.652 -1.483 0.13 -0.17 0.00
H -2.163 0.797 -2.736 -0.01 0.01 -0.03
H -1.720 1.919 -1.506 0.06 0.01 -0.06
H -4.560 1.365 -2.455 0.01 0.01 0.09
H -3.617 2.835 -2.628 -0.03 -0.04 0.01
H -4.197 2.357 -1.037 -0.04 -0.06 0.04
H -4.461 -0.704 3.439 -0.05 0.00 -0.01
H -6.860 -0.956 3.904 0.02 0.01 -0.05
H -8.522 -0.601 2.101 0.06 0.00 -0.02
H -7.739 -0.043 -0.185 0.05 0.02 0.05
H -5.336 0.202 -0.633 0.05 0.22 -0.16
C 7.597 1.846 2.732 -0.05 -0.02 -0.08
C 6.507 1.549 1.735 0.05 0.03 0.08
C 5.186 1.921 1.983 -0.04 0.03 0.02
C 4.185 1.669 1.060 0.15 -0.08 -0.07
C 4.509 1.041 -0.138 0.08 -0.04 0.09
C 5.817 0.661 -0.408 0.01 0.09 -0.08
C 6.803 0.918 0.529 0.07 -0.01 0.00
S 3.227 0.593 -1.254 -0.11 -0.04 0.25
O 2.183 1.627 -1.146 0.06 -0.10 0.27
O 3.811 0.378 -2.545 0.05 -0.09 -0.17
N 2.474 -0.652 -0.624 0.25 -0.10 -0.15
C 2.860 -1.984 -0.762 -0.08 0.34 0.08
C 4.072 -2.475 -1.180 0.12 0.01 -0.05
C 4.306 -3.869 -1.236 0.05 0.15 -0.02
C 3.353 -4.764 -0.854 -0.10 -0.05 0.05
C 2.092 -4.289 -0.417 -0.02 -0.14 -0.01
C 1.052 -5.141 0.024 0.07 -0.08 -0.02
C -0.146 -4.612 0.400 -0.06 -0.01 0.03
C -0.328 -3.218 0.311 -0.04 -0.07 0.01
N 0.611 -2.390 -0.076 0.15 0.40 -0.09
C 1.835 -2.906 -0.410 -0.20 -0.06 0.09
H 7.190 2.033 3.725 -0.01 -0.01 -0.02
H 8.158 2.733 2.429 -0.02 -0.01 0.00
H 8.305 1.020 2.798 -0.02 0.01 0.00
H 4.938 2.417 2.915 0.02 -0.01 -0.03
H 3.162 1.956 1.263 -0.04 0.01 0.01
H 6.063 0.197 -1.356 -0.04 0.03 0.07
H 7.826 0.626 0.320 -0.04 0.01 0.00
H 4.854 -1.794 -1.484 -0.01 -0.04 0.01
H 5.268 -4.223 -1.582 0.01 0.03 0.00
H 3.540 -5.831 -0.883 -0.01 0.04 0.02
H 1.227 -6.210 0.065 -0.01 0.03 -0.03
H -0.958 -5.236 0.749 0.02 0.03 -0.02
H -1.286 -2.777 0.558 -0.01 0.01 0.04
C 1.828 -0.679 2.420 0.06 0.02 -0.11
O 0.766 0.012 1.742 -0.25 0.09 0.56
H 2.772 -0.408 1.959 0.04 0.01 -0.04
H 1.692 -1.757 2.343 0.01 -0.02 -0.01
H 1.853 -0.395 3.473 0.00 0.01 0.00
C 1.266 4.059 1.035 0.05 -0.20 0.03
As -0.033 2.968 0.079 -0.18 0.25 0.09
C -1.676 3.712 0.803 -0.05 -0.02 0.01
C 0.039 3.945 -1.601 0.11 -0.12 -0.06
H 0.947 5.094 0.954 0.00 0.14 0.04
H 2.242 3.946 0.570 0.04 -0.01 -0.03
H 1.329 3.778 2.085 -0.01 -0.01 0.02
H -1.484 4.723 1.152 -0.05 0.10 0.00
H -2.055 3.101 1.618 -0.01 -0.02 0.06
H -2.429 3.734 0.018 -0.04 -0.01 -0.01
H -0.263 4.972 -1.417 -0.02 0.12 -0.02
H -0.616 3.496 -2.344 -0.03 0.00 0.01
H 1.063 3.915 -1.967 0.03 0.01 -0.02
C 1.500 -1.835 -3.848 0.14 -0.03 0.10
S -0.056 -1.115 -3.337 -0.03 0.20 0.12
O 0.326 -0.041 -2.310 -0.20 -0.43 -0.81
C -0.394 -0.173 -4.792 -0.05 0.12 -0.04
C -1.357 -0.650 -5.668 -0.01 0.02 -0.03
C -1.612 0.071 -6.827 -0.01 0.01 -0.02
C -0.918 1.247 -7.078 0.01 0.00 0.02
C 0.032 1.718 -6.176 -0.02 -0.02 -0.01
C 0.304 1.007 -5.018 -0.01 0.01 -0.05
H 2.273 -1.072 -3.730 -0.01 -0.04 -0.08
H 1.397 -2.138 -4.890 0.00 -0.04 0.05
H 1.708 -2.698 -3.216 0.03 0.06 -0.01
H -1.902 -1.562 -5.448 0.04 0.07 -0.01
H -2.359 -0.281 -7.527 0.03 0.02 0.03
H -1.122 1.807 -7.983 0.00 -0.01 0.04
H 0.563 2.640 -6.377 -0.02 -0.03 0.00
H 1.035 1.357 -4.296 -0.05 -0.03 -0.05
```
Positions in Å, forces in eV/Å.

---

[2]
Density functional theory data (ωB97M-V with the def2-TZVPD basis set) for a structure of composition C43H59BrN3O2P2Si4TcTe in a non-equilibrium geometry.

Results
Charge ... +1
ΔE to the lowest compared entry with this formula, charge and spin ... 194.4 kJ/mol
2S+1 ... 4
Gap between HOMO and LUMO (spin up / spin down) ... 7.4815 / 4.4764 eV
HOMO (spin up / spin down) ... -9.9 / -9.4 eV

```
116
Properties=species:S:1:pos:R:3:forces:R:3
Tc 0.998 1.064 0.455 -3.19 -1.31 -1.47
C 5.286 1.577 0.625 -0.82 -0.94 2.47
C 3.859 1.142 0.411 -2.21 0.85 0.22
N 2.785 1.921 0.666 3.83 -1.19 0.18
O 3.113 3.174 1.190 -1.36 0.08 0.16
C 3.494 -0.186 -0.063 1.05 1.35 -0.33
C 4.438 -1.172 -0.634 0.80 0.04 -0.04
N 2.216 -0.536 -0.027 0.79 1.27 0.23
O 1.969 -1.714 -0.317 -1.59 -1.15 -0.44
H 5.840 0.710 1.082 -0.41 0.76 -0.66
H 5.338 2.391 1.386 -0.07 -0.42 -0.93
H 5.701 1.841 -0.306 0.79 0.49 -1.05
H 2.236 3.560 1.443 0.94 -0.23 -0.34
H 4.040 -2.118 -0.269 0.70 -0.37 0.12
H 5.490 -0.941 -0.342 -0.84 -0.47 -0.25
H 4.376 -1.270 -1.745 -0.05 0.36 0.69
N 0.416 1.569 3.340 0.64 0.24 0.35
P -0.435 2.359 2.076 -0.53 -0.41 1.59
C -2.185 1.878 2.340 0.93 -0.41 1.27
C -2.553 1.333 3.582 -0.43 -0.27 0.78
C -3.862 0.917 3.882 1.76 -0.25 -0.17
C -4.772 0.912 2.814 -1.04 -0.20 1.72
C -4.450 1.503 1.619 1.77 0.48 0.21
C -3.141 2.014 1.392 -1.77 -0.13 -1.77
C -0.435 4.061 2.721 -0.84 0.87 -2.72
C 0.605 4.527 3.463 0.66 0.55 1.07
C 0.887 5.898 3.569 -0.48 0.04 0.32
C 0.046 6.802 2.930 0.08 0.47 -0.07
C -1.090 6.353 2.207 0.47 1.09 0.58
C -1.284 5.016 2.044 0.93 -1.35 1.35
P 1.312 0.263 2.759 -1.09 -0.70 -1.14
C 2.903 0.040 3.486 0.73 0.55 0.51
C 3.537 1.022 4.252 -0.09 0.06 -1.00
C 4.837 0.783 4.675 -0.70 -0.32 -0.06
C 5.478 -0.431 4.401 0.62 0.51 0.43
C 4.855 -1.408 3.626 -0.27 1.14 0.62
C 3.563 -1.160 3.188 -0.28 -0.58 -0.09
C 0.503 -1.240 3.267 -0.53 -0.69 0.52
C -0.143 -2.099 2.410 -0.63 0.20 -1.09
C -0.926 -3.192 2.831 1.35 1.95 0.08
C -0.965 -3.458 4.158 0.28 -0.89 2.05
C -0.165 -2.690 5.082 -1.24 -0.44 -1.14
C 0.495 -1.564 4.623 1.11 -0.38 1.22
H 0.566 1.991 4.243 -0.40 -0.15 0.33
H -1.820 1.168 4.370 0.04 0.26 -0.26
H -3.981 0.515 4.926 -0.51 0.36 -1.47
H -5.771 0.492 3.024 0.52 0.34 -0.49
H -5.158 1.581 0.846 -0.80 0.00 -0.84
H -2.918 2.439 0.389 -0.13 -0.28 0.77
H 1.132 3.836 4.102 0.59 0.01 -0.20
H 1.694 6.215 4.247 -0.41 0.00 -0.59
H 0.263 7.883 3.008 -0.28 -0.73 -0.01
H -1.842 7.072 1.851 0.62 -0.35 -0.04
H -2.138 4.652 1.537 -0.71 -0.28 -0.63
H 3.055 2.011 4.393 0.38 -0.76 0.12
H 5.239 1.588 5.243 0.93 0.14 0.47
H 6.482 -0.608 4.822 -0.61 0.12 -0.38
H 5.369 -2.325 3.435 0.04 -0.46 -0.21
H 3.030 -1.966 2.675 0.09 0.35 -0.10
H -0.100 -1.876 1.350 0.01 -0.09 -0.04
H -1.464 -3.709 2.097 -0.65 -0.93 -0.74
H -1.547 -4.355 4.499 0.62 1.09 -0.06
H -0.150 -3.000 6.116 0.13 0.14 0.10
H 1.206 -1.017 5.284 -0.91 -0.32 -0.21
Br 0.550 4.724 -5.200 0.14 0.50 -0.80
C 0.909 3.808 -3.639 -0.46 -1.22 2.39
C 0.221 4.213 -2.452 1.21 -1.08 -0.06
C 0.246 3.508 -1.249 0.92 -0.95 -1.53
C 0.939 2.220 -1.271 -1.14 1.87 0.80
C 1.604 1.846 -2.408 1.15 -0.18 -1.91
C 1.662 2.633 -3.603 -0.80 0.63 0.27
H -0.269 5.135 -2.462 -0.88 1.34 -0.19
H -0.285 3.986 -0.398 0.50 -0.76 -0.48
H 2.124 0.869 -2.474 -0.31 0.71 0.30
H 2.207 2.383 -4.528 -0.22 -0.34 0.76
C -4.359 -2.691 -0.874 -1.32 0.16 -1.43
Si -4.003 -1.727 -2.547 0.53 -1.76 -0.18
C -4.849 -2.594 -4.070 -0.53 -0.35 1.82
C -4.622 0.005 -2.684 -1.62 0.54 0.19
Si -1.553 -1.851 -2.602 -0.63 -0.77 -0.82
Te -1.291 -0.239 -0.709 1.51 0.62 1.16
Si -0.757 -4.170 -2.450 0.42 -0.62 1.37
C 1.094 -4.340 -2.859 -0.02 -0.50 0.42
C -1.684 -5.454 -3.512 -1.31 -0.27 -0.69
C -0.871 -4.765 -0.580 -0.31 0.10 0.61
Si -0.656 -0.915 -4.561 -0.89 -1.37 0.46
C 1.202 -0.862 -4.441 1.19 -0.14 0.27
C -1.451 0.746 -4.767 0.47 1.27 -0.18
C -1.214 -2.034 -6.025 0.34 0.80 -0.06
H -5.073 -3.516 -1.213 1.11 0.71 0.75
H -4.937 -2.046 -0.203 0.10 -0.10 0.03
H -3.472 -3.053 -0.343 -0.28 -0.07 -0.32
H -5.841 -2.123 -4.242 0.52 -0.45 0.14
H -4.932 -3.687 -3.971 -0.34 0.32 0.32
H -4.280 -2.508 -4.945 0.90 0.65 -1.37
H -5.503 0.205 -2.019 0.55 -0.33 -0.54
H -4.923 0.287 -3.710 0.13 -0.38 0.40
H -3.894 0.712 -2.390 0.96 0.90 0.40
H 1.664 -3.524 -2.434 0.13 0.39 0.02
H 1.344 -4.442 -3.927 -0.16 -0.01 0.38
H 1.456 -5.238 -2.289 -0.36 0.49 -0.70
H -1.052 -5.913 -4.291 0.20 0.39 0.32
H -2.549 -5.000 -4.150 1.09 -0.99 1.51
H -1.978 -6.356 -2.859 -0.11 1.58 -0.93
H -0.172 -4.185 0.093 -0.56 -0.44 -0.84
H -0.580 -5.852 -0.462 -0.31 1.08 -0.32
H -1.905 -4.653 -0.109 1.18 -0.18 -0.77
H 1.738 -1.183 -3.505 -0.99 0.47 -0.54
H 1.495 0.169 -4.675 0.22 -0.25 0.02
H 1.651 -1.526 -5.189 -0.17 0.20 -0.21
H -1.323 1.359 -3.846 -0.51 -0.44 -0.34
H -2.483 0.787 -5.184 0.67 -0.18 0.57
H -0.805 1.301 -5.467 -0.23 -0.07 -0.18
H -1.391 -1.201 -6.754 -0.13 -0.97 0.05
H -2.140 -2.642 -5.895 0.78 0.54 -0.10
H -0.366 -2.644 -6.405 -0.66 0.22 0.23
```
Positions in Å, forces in eV/Å.

---

[3]
Density functional theory data (ωB97M-V with the def2-TZVPD basis set) for a structure of composition C43H60AsBaBrN7.

Results
Charge ... -1
ΔE to the lowest compared entry with this formula, charge and spin ... 18.2 kJ/mol
Gap between HOMO and LUMO ... 4.7281 eV
HOMO ... -2.6 eV

```
113
Properties=species:S:1:pos:R:3:forces:R:3
Ba -0.129 -0.088 0.257 0.68 0.36 -0.26
C -3.947 -3.911 -2.184 0.01 -0.03 0.01
C -3.134 -2.644 -1.898 0.00 -0.02 0.01
C -2.666 -2.025 -3.219 -0.07 0.01 -0.01
C -3.911 -1.654 -1.044 -0.10 -0.01 0.09
C -5.135 -1.194 -1.515 0.02 -0.01 -0.02
C -5.909 -0.292 -0.800 -0.03 0.01 -0.04
C -5.444 0.152 0.430 0.09 0.05 0.03
C -4.221 -0.266 0.942 0.10 0.04 -0.07
C -3.784 0.177 2.328 -0.08 -0.02 -0.07
C -4.478 -0.688 3.384 0.02 0.01 0.01
C -4.013 1.661 2.600 0.03 0.01 0.09
C -3.415 -1.184 0.208 -0.37 -0.08 -0.14
N -2.170 -1.508 0.690 -0.17 -0.12 0.11
C -1.784 -2.817 0.860 -0.04 -0.34 0.10
C -0.476 -3.273 0.894 -0.11 -0.29 0.00
N 0.660 -2.499 0.747 -0.10 -0.09 0.06
C 1.811 -3.098 0.276 0.27 -0.04 0.03
C 1.865 -3.786 -0.967 0.00 -0.05 0.02
C 3.055 -4.370 -1.387 -0.06 0.00 -0.02
C 4.222 -4.260 -0.650 0.03 0.02 0.04
C 4.190 -3.542 0.539 -0.03 -0.02 -0.03
C 3.019 -2.966 1.018 -0.09 0.03 -0.04
C 3.073 -2.282 2.377 -0.04 0.02 -0.04
C 2.794 -0.775 2.354 0.04 0.04 0.08
C 2.200 -2.977 3.426 0.00 0.01 -0.02
C 0.661 -3.836 -1.894 0.04 -0.03 -0.03
C 0.187 -5.264 -2.175 0.00 0.00 0.00
C 0.961 -3.106 -3.207 0.00 0.00 0.00
C -0.504 -4.718 1.217 0.09 -0.15 0.08
C 0.438 -5.695 1.428 -0.05 0.12 -0.02
C 0.000 -7.017 1.727 0.01 -0.06 0.01
C -1.322 -7.362 1.827 0.01 -0.02 0.01
C -2.320 -6.363 1.637 0.04 0.10 -0.03
C -3.732 -6.518 1.746 -0.01 0.02 0.00
C -4.542 -5.426 1.573 -0.05 -0.07 0.02
C -4.039 -4.126 1.279 0.09 0.10 0.04
C -2.684 -3.953 1.151 -0.10 -0.11 0.08
C -1.864 -5.093 1.340 0.01 0.01 0.00
H -3.333 -4.636 -2.725 0.00 0.00 0.00
H -4.822 -3.692 -2.803 0.00 0.02 0.00
H -4.287 -4.378 -1.260 0.01 0.01 -0.07
H -2.254 -2.951 -1.333 0.00 0.03 -0.06
H -3.520 -1.673 -3.806 0.02 0.00 0.01
H -2.141 -2.773 -3.817 0.01 0.01 0.00
H -1.994 -1.180 -3.066 0.03 0.03 0.04
H -5.493 -1.551 -2.476 -0.01 0.00 0.00
H -6.861 0.050 -1.188 0.00 -0.01 0.00
H -6.057 0.831 1.016 -0.01 -0.01 -0.01
H -2.714 -0.015 2.398 0.02 0.02 0.03
H -5.564 -0.555 3.338 0.01 0.00 0.00
H -4.143 -0.418 4.389 0.00 0.00 -0.01
H -4.258 -1.744 3.222 0.00 0.00 0.00
H -5.070 1.939 2.542 0.01 -0.02 -0.01
H -3.441 2.277 1.903 -0.02 -0.01 0.00
H -3.661 1.911 3.603 0.01 0.00 -0.03
H 3.073 -4.904 -2.332 0.00 0.00 0.01
H 5.141 -4.718 -0.995 0.00 0.00 0.00
H 5.095 -3.449 1.132 0.00 0.00 -0.01
H 4.113 -2.388 2.707 0.03 -0.01 -0.01
H 1.729 -0.544 2.346 -0.02 -0.12 0.02
H 3.269 -0.278 1.504 0.00 -0.02 -0.02
H 3.188 -0.311 3.264 -0.01 0.01 -0.02
H 1.148 -2.902 3.155 0.00 -0.01 0.00
H 2.343 -2.513 4.406 0.00 0.00 -0.02
H 2.459 -4.035 3.508 -0.01 0.01 0.00
H -0.156 -3.313 -1.399 -0.01 0.01 -0.01
H 0.962 -5.843 -2.686 0.00 0.01 0.00
H -0.698 -5.251 -2.818 0.00 0.00 0.01
H -0.069 -5.781 -1.250 0.00 0.00 -0.03
H 1.813 -3.555 -3.724 -0.01 0.01 0.01
H 1.198 -2.055 -3.029 -0.01 -0.02 -0.01
H 0.102 -3.147 -3.879 -0.01 0.00 0.01
H 1.499 -5.494 1.360 0.00 0.00 0.00
H 0.755 -7.780 1.881 -0.01 0.00 0.00
H -1.609 -8.382 2.059 0.00 0.01 0.00
H -4.158 -7.488 1.974 0.00 0.00 0.00
H -5.616 -5.549 1.664 0.01 0.00 0.00
H -4.736 -3.306 1.156 0.00 0.00 0.00
C 2.168 4.074 -0.080 0.10 -0.06 0.03
N 0.793 4.270 -0.508 -0.08 0.12 0.03
C 0.084 5.392 0.091 -0.03 -0.17 -0.08
C 0.143 3.139 -0.950 -0.02 -0.09 -0.10
N 0.738 2.085 -1.376 -0.07 -0.06 -0.04
N -1.253 3.239 -0.935 0.10 -0.03 0.18
C -2.211 2.238 -1.144 0.02 -0.02 -0.17
N -3.493 2.717 -0.931 -0.07 0.05 0.09
N -1.949 1.053 -1.535 0.03 0.26 -0.07
H 2.520 4.980 0.407 -0.02 0.02 -0.03
H 2.828 3.870 -0.928 -0.01 0.03 0.01
H 2.243 3.249 0.635 0.00 0.00 0.00
H 0.790 6.206 0.236 0.01 -0.03 0.04
H -0.355 5.126 1.060 0.00 0.04 0.04
H -0.686 5.770 -0.583 -0.04 -0.05 -0.01
H 1.745 2.187 -1.327 0.00 0.06 -0.01
H -1.578 3.921 -0.273 0.00 0.09 0.00
H -3.576 3.477 -0.272 -0.03 -0.01 -0.05
H -4.167 1.983 -0.735 0.04 -0.01 0.00
H -2.815 0.523 -1.627 0.00 -0.04 -0.01
C 5.976 -0.034 -0.485 -0.05 -0.02 0.01
As 4.286 0.710 -1.144 0.00 0.06 0.04
C 3.685 -0.840 -2.161 0.01 0.03 -0.06
C 5.012 1.727 -2.663 0.01 0.00 0.03
H 6.543 -0.488 -1.299 -0.01 0.00 -0.01
H 5.752 -0.797 0.261 0.00 0.00 -0.02
H 6.570 0.751 -0.019 0.00 0.01 0.01
H 4.490 -1.228 -2.787 -0.01 -0.02 0.00
H 2.853 -0.533 -2.797 0.01 0.00 -0.01
H 3.342 -1.626 -1.489 0.02 -0.01 0.01
H 5.663 1.105 -3.279 -0.01 -0.01 0.01
H 5.575 2.586 -2.298 0.00 0.00 -0.01
H 4.183 2.090 -3.272 0.02 0.00 -0.01
Br -0.174 2.131 2.346 -0.03 0.49 0.25
```
Positions in Å, forces in eV/Å.

---

In order of appearance, total energy = -10031.00561 -6751.88007 -6893.33970 Eh.